1.
Density functional theory data (ωB97M-V/def2-TZVPD) for a single C4H6O2 molecule.

```
! RIJCOSX wB97M-V def2-TZVPD def2/J DEFGRID3
* xyz 0 1
O -1.27 -0.53 -0.48
C -2.36 -1.12 -0.10
C -0.33 -0.33 0.61
C 0.59 0.80 0.22
C 1.74 0.37 -0.67
O 2.12 -0.77 -0.75
H -3.03 -0.96 -0.98
H 0.20 -1.26 0.82
H -0.95 -0.05 1.46
H 0.02 1.60 -0.28
H 1.02 1.26 1.12
H 2.24 1.17 -1.25
*
```

As for the relative energy (zero: lowest compared OMol25 entry of this formula, charge and spin): 378.8 kJ/mol. For the highest occupied orbital energy, the calculation gives -8.7639 eV. Its maximum force is 0.013 Eh/bohr. The molecular weight is 86.090 Da.

Atomic partial charges in e from the Löwdin method, atoms 1 to 5: number 1, O, carries -0.164; number 2, C, carries 0.059; number 3, C, carries -0.201; number 4, C, carries -0.131; number 5, C, carries -0.248

***

2.
Density functional theory data (ωB97M-V/def2-TZVPD) for a single C4H6O2 molecule.

```
! RIJCOSX wB97M-V def2-TZVPD def2/J DEFGRID3
* xyz 0 1
C -1.45 0.98 -0.25
C -0.43 0.55 0.74
C 0.92 -1.54 -0.05
O 1.72 -0.36 0.13
C 0.96 0.70 0.41
O 1.39 1.83 0.55
H -2.29 0.25 -0.25
H -1.89 1.87 0.24
H -1.12 1.22 -1.27
H 0.09 -1.53 0.67
H 0.54 -1.57 -1.07
H 1.55 -2.41 0.16
*
```

As for the relative energy (zero: lowest compared OMol25 entry of this formula, charge and spin): 384.3 kJ/mol. For the highest occupied orbital energy, the calculation gives -9.0959 eV. Its maximum force is 0.008 Eh/bohr. The molecular weight is 86.090 Da.

Atomic partial charges in e from the Löwdin method, atoms 1 to 5: number 1, C, carries -0.117; number 2, C, carries 0.108; number 3, C, carries -0.054; number 4, O, carries -0.007; number 5, C, carries -0.621

***

3.
Density functional theory data (ωB97M-V/def2-TZVPD) for 2 unconnected molecules or ions with the total composition C4H6O2.

```
! RIJCOSX wB97M-V def2-TZVPD def2/J DEFGRID3
* xyz 0 1
C 0.05 -0.76 -0.32
C 0.68 0.31 0.20
C 2.11 0.41 -0.18
O 2.61 -0.24 -1.07
H -0.61 -1.40 0.23
H 0.37 -1.12 -1.28
H 0.29 0.99 0.95
H 2.74 1.01 0.51
C -2.05 0.20 0.23
O -1.76 0.22 1.41
H -2.50 -0.68 -0.26
H -1.92 1.07 -0.43
*
```

As for the relative energy (zero: lowest compared OMol25 entry of this formula, charge and spin): 339.6 kJ/mol. Its SMILES is C=CC=O.C=O. For the highest occupied orbital energy, the calculation gives -10.0056 eV. Its maximum force is 0.018 Eh/bohr. The molecular weight is 86.090 Da.

Atomic partial charges in e from the Löwdin method, atoms 1 to 5: number 1, C, carries 0.019; number 2, C, carries -0.098; number 3, C, carries -0.268; number 4, O, carries 0.030; number 5, H, carries 0.073

***

4.
Density functional theory data (ωB97M-V/def2-TZVPD) for a single C4H6O2 molecule at a distorted geometry.

```
! RIJCOSX wB97M-V def2-TZVPD def2/J DEFGRID3
* xyz 0 1
C -0.41 -1.53 -0.63
C 0.16 -0.41 -0.26
C -0.51 0.92 0.02
C 1.64 -0.29 0.00
O 2.28 -1.31 0.02
O 2.35 0.89 0.53
H -1.54 -1.60 -0.68
H 0.16 -2.40 -0.60
H -1.53 1.01 -0.33
H 0.32 1.64 -0.27
H -0.67 0.92 1.14
H 3.16 0.69 0.94
*
```

As for the relative energy (zero: lowest compared OMol25 entry of this formula, charge and spin): 158.2 kJ/mol. Its SMILES is C=C(C)C(=O)O. For the highest occupied orbital energy, the calculation gives -10.1950 eV. Its maximum force is 0.104 Eh/bohr. The molecular weight is 86.090 Da.

Atomic partial charges in e from the Löwdin method, atoms 1 to 5: number 1, C, carries 0.088; number 2, C, carries -0.301; number 3, C, carries -0.057; number 4, C, carries -0.362; number 5, O, carries 0.099

***

5.
Density functional theory data (ωB97M-V/def2-TZVPD) for 2 unconnected molecules or ions with the total composition C4H6O2 at a distorted geometry.

```
! RIJCOSX wB97M-V def2-TZVPD def2/J DEFGRID3
* xyz 0 1
C 1.53 1.23 0.10
C 2.16 0.16 -0.35
O 2.71 -0.77 -0.79
H 1.82 2.20 -0.29
H 0.83 1.13 0.92
C -1.88 -0.23 0.19
C -0.60 -0.97 -0.13
O 0.12 -1.43 0.73
H -1.88 0.07 1.24
H -2.72 -0.90 0.00
H -2.00 0.63 -0.47
H -0.36 -1.08 -1.20
*
```

As for the relative energy (zero: lowest compared OMol25 entry of this formula, charge and spin): 171.7 kJ/mol. Its SMILES is C=C=O.CC=O. For the highest occupied orbital energy, the calculation gives -9.2696 eV. Its maximum force is 0.020 Eh/bohr. The molecular weight is 86.090 Da.

Atomic partial charges in e from the Löwdin method, atoms 1 to 5: number 1, C, carries 0.001; number 2, C, carries -0.290; number 3, O, carries 0.171; number 4, H, carries 0.061; number 5, H, carries 0.059

***

6.
Density functional theory data (ωB97M-V/def2-TZVPD) for a single C4H6O2 molecule.

```
! RIJCOSX wB97M-V def2-TZVPD def2/J DEFGRID3
* xyz 0 1
O 0.16 1.97 0.96
C 1.15 1.24 0.51
C -0.49 -1.14 0.69
C -0.06 -0.66 -0.67
O -0.66 0.56 -1.13
C 0.74 0.57 -0.77
H -0.62 1.92 0.36
H -0.33 -0.36 1.44
H 0.11 -1.99 1.01
H -1.55 -1.44 0.68
H 0.05 -1.40 -1.45
H 1.44 0.69 -1.59
*
```

As for the relative energy (zero: lowest compared OMol25 entry of this formula, charge and spin): 376.7 kJ/mol. For the highest occupied orbital energy, the calculation gives -8.9535 eV. Its maximum force is 0.010 Eh/bohr. The molecular weight is 86.090 Da.

Atomic partial charges in e from the Löwdin method, atoms 1 to 5: number 1, O, carries 0.019; number 2, C, carries -0.028; number 3, C, carries -0.031; number 4, C, carries -0.289; number 5, O, carries -0.040

***

7.
Density functional theory data (ωB97M-V/def2-TZVPD) for a single C4H6O2 molecule.

```
! RIJCOSX wB97M-V def2-TZVPD def2/J DEFGRID3
* xyz 0 1
C 0.96 0.68 0.81
C 0.44 -0.61 0.18
O -0.97 -0.75 0.68
C -1.68 -0.12 -0.21
O -1.11 0.08 -1.32
C 0.18 -0.61 -1.31
H 1.97 0.89 0.45
H 0.96 0.64 1.91
H 0.97 -1.49 0.54
H -2.72 0.13 -0.03
H 0.31 1.52 0.50
H 0.86 0.02 -1.89
*
```

As for the relative energy (zero: lowest compared OMol25 entry of this formula, charge and spin): 364.9 kJ/mol. For the highest occupied orbital energy (spin up / spin down), the calculation gives -6.9547 / -6.9541 eV. Its maximum force is 0.008 Eh/bohr. The molecular weight is 86.090 Da.

Atomic partial charges in e from the Löwdin method, atoms 1 to 5: number 1, C, carries -0.048; number 2, C, carries -0.326; number 3, O, carries 0.039; number 4, C, carries -0.222; number 5, O, carries 0.022

***

8.
Density functional theory data (ωB97M-V/def2-TZVPD) for a single C4H6O2 molecule at a distorted geometry.

```
! RIJCOSX wB97M-V def2-TZVPD def2/J DEFGRID3
* xyz 0 1
C -1.46 -0.44 -0.34
C -0.22 -0.34 0.63
O 1.03 -1.02 0.34
C 1.67 0.17 -0.16
C 0.51 0.99 0.40
O 0.20 2.15 0.45
H -1.97 0.54 -0.35
H -1.10 -0.70 -1.33
H -2.24 -1.18 -0.05
H -0.79 -0.71 1.46
H 1.70 0.18 -1.26
H 2.69 0.35 0.21
*
```

As for the relative energy (zero: lowest compared OMol25 entry of this formula, charge and spin): 212.7 kJ/mol. Its SMILES is C[C@H]1OCC1=O. For the highest occupied orbital energy, the calculation gives -10.0869 eV. Its maximum force is 0.040 Eh/bohr. The molecular weight is 86.090 Da.

Atomic partial charges in e from the Löwdin method, atoms 1 to 5: number 1, C, carries -0.024; number 2, C, carries -0.252; number 3, O, carries -0.086; number 4, C, carries -0.076; number 5, C, carries -0.321

***

9.
Density functional theory data (ωB97M-V/def2-TZVPD) for a single C4H6O2 molecule.

```
! RIJCOSX wB97M-V def2-TZVPD def2/J DEFGRID3
* xyz 0 1
C -1.29 -0.25 -0.02
O -0.84 1.06 -0.34
C 0.55 1.04 -0.57
C 1.07 -0.11 0.27
O 0.48 -0.21 1.56
C -0.07 -0.98 0.50
H -2.04 -0.16 0.76
H -1.73 -0.75 -0.90
H 0.77 0.86 -1.64
H 0.96 2.02 -0.30
H 2.11 -0.43 0.26
H -0.02 -2.06 0.56
*
```

As for the relative energy (zero: lowest compared OMol25 entry of this formula, charge and spin): 194.4 kJ/mol. Its SMILES is C1OC[C@H]2O[C@@H]12. For the highest occupied orbital energy, the calculation gives -9.9523 eV. Its maximum force is 0.008 Eh/bohr. The molecular weight is 86.090 Da.

Atomic partial charges in e from the Löwdin method, atoms 1 to 5: number 1, C, carries -0.140; number 2, O, carries -0.114; number 3, C, carries -0.142; number 4, C, carries -0.210; number 5, O, carries 0.011

***

10.
Density functional theory data (ωB97M-V/def2-TZVPD) for a molecular structure, C4H6O2 at a distorted geometry.

```
! RIJCOSX wB97M-V def2-TZVPD def2/J DEFGRID3
* xyz 0 1
C -0.57 1.70 0.18
C 0.67 -0.40 -0.35
C -0.48 0.20 0.04
C 1.91 -0.78 -0.29
O -1.17 -2.14 0.26
O -1.57 -0.47 0.26
H -1.93 -2.37 -0.29
H 0.18 2.05 0.89
H -1.53 2.03 0.55
H -0.38 2.18 -0.78
H 2.48 -0.71 0.63
H 2.38 -1.30 -1.11
*
```

As for the relative energy (zero: lowest compared OMol25 entry of this formula, charge and spin): 587.0 kJ/mol. For the highest occupied orbital energy (spin up / spin down), the calculation gives -8.2449 / -8.2450 eV. Its maximum force is 0.085 Eh/bohr. The molecular weight is 86.090 Da.

Atomic partial charges in e from the Löwdin method, atoms 1 to 5: number 1, C, carries -0.007; number 2, C, carries -0.056; number 3, C, carries -0.424; number 4, C, carries -0.011; number 5, O, carries 0.029